Entry 1:
Here is C18H32N2O2Sc as an isolated structure in a non-equilibrium geometry from OMol25. Energies are from ωB97M-V/def2-TZVPD.

Summary:
- total charge = +1

Cartesian coordinates (Å):
Sc 7.009 8.260 6.674
C 8.306 10.116 7.156
C 7.380 9.975 8.256
C 7.782 8.767 8.970
C 8.925 8.259 8.273
C 9.214 9.004 7.132
C 10.367 8.777 6.219
C 9.938 9.036 4.751
C 10.858 7.286 6.326
C 11.576 9.714 6.538
C 7.425 8.191 10.343
C 5.951 8.157 10.761
C 8.257 8.992 11.369
C 7.906 6.708 10.363
C 6.342 11.066 8.625
C 6.556 11.713 9.972
C 6.439 12.184 7.581
C 4.965 10.410 8.431
H 8.379 10.950 6.519
H 9.552 7.423 8.575
H 8.891 8.735 4.518
H 10.655 8.518 4.017
H 10.019 10.146 4.546
H 10.076 6.652 5.961
H 11.014 6.930 7.379
H 11.812 7.152 5.792
H 11.372 10.750 6.245
H 12.516 9.290 6.029
H 11.732 9.615 7.628
H 5.429 9.120 10.848
H 5.883 7.636 11.738
H 5.412 7.547 10.010
H 8.117 10.120 11.412
H 9.321 8.888 11.155
H 8.071 8.590 12.370
H 7.532 6.224 9.409
H 7.483 6.141 11.212
H 9.012 6.620 10.464
H 7.554 12.160 9.963
H 6.439 11.093 10.857
H 5.725 12.456 10.127
H 7.441 12.622 7.496
H 5.693 12.964 7.785
H 6.185 11.822 6.546
H 4.770 9.685 9.221
H 4.884 9.886 7.457
H 4.165 11.178 8.554
N 5.802 7.357 5.027
N 5.485 6.613 6.260
C 6.578 5.686 6.638
O 6.340 4.652 7.282
O 7.785 6.286 6.411
H 4.967 7.983 4.790
H 6.045 6.724 4.251
H 4.516 6.203 6.229

Table of Löwdin atomic charges, one value per atom, all in e: atom 1 (Sc): 1.21, atom 2 (C): -0.07, atom 3 (C): -0.18, atom 4 (C): -0.16, atom 5 (C): -0.04, atom 6 (C): -0.29, atom 7 (C): -0.54, atom 8 (C): -0.04, atom 9 (C): -0.03, atom 10 (C): -0.02, atom 11 (C): -0.52, atom 12 (C): -0.05, atom 13 (C): -0.03, atom 14 (C): -0.04, atom 15 (C): -0.54, atom 16 (C): -0.03, atom 17 (C): -0.06, atom 18 (C): -0.03, atom 19 (H): 0.11, atom 20 (H): 0.12, atom 21 (H): 0.07, atom 22 (H): 0.12, atom 23 (H): 0.10, atom 24 (H): 0.06, atom 25 (H): 0.10, atom 26 (H): 0.09, atom 27 (H): 0.08, atom 28 (H): 0.11, atom 29 (H): 0.09, atom 30 (H): 0.07, atom 31 (H): 0.10, atom 32 (H): 0.09, atom 33 (H): 0.09, atom 34 (H): 0.09, atom 35 (H): 0.09, atom 36 (H): 0.10, atom 37 (H): 0.10, atom 38 (H): 0.10, atom 39 (H): 0.11, atom 40 (H): 0.06, atom 41 (H): 0.12, atom 42 (H): 0.10, atom 43 (H): 0.10, atom 44 (H): 0.10, atom 45 (H): 0.05, atom 46 (H): 0.07, atom 47 (H): 0.11, atom 48 (N): -0.02, atom 49 (N): -0.05, atom 50 (C): -0.58, atom 51 (O): 0.10, atom 52 (O): -0.13, atom 53 (H): 0.15, atom 54 (H): 0.14, atom 55 (H): 0.18

---

Entry 2:
Here is a 5-piece molecular cluster, C18H32N5O2S overall in a non-equilibrium geometry from OMol25. Energies are from ωB97M-V/def2-TZVPD.

Summary:
- total charge = -1

Cartesian coordinates (Å):
N 0.273 0.008 -0.787
C -0.584 1.000 -1.562
S -0.266 2.808 -1.031
C -2.201 0.750 -1.220
O -3.073 1.685 -1.651
O -2.720 -0.387 -0.443
H 1.268 0.313 -0.712
H -0.144 -0.208 0.161
H -0.411 0.934 -2.741
H -0.738 2.875 0.313
C 4.304 5.988 0.587
C 2.800 6.234 0.656
C 2.051 5.133 1.408
C 2.254 3.801 0.703
N 2.423 2.696 0.119
H 4.539 5.071 0.037
H 4.801 6.814 0.067
H 4.735 5.909 1.591
H 2.408 6.321 -0.365
H 2.620 7.194 1.153
H 0.981 5.362 1.441
H 2.414 5.054 2.438
C -5.296 -1.484 -1.159
C -6.800 -1.238 -1.090
C -7.549 -2.340 -0.338
C -7.346 -3.672 -1.042
N -7.177 -4.776 -1.626
H -5.061 -2.402 -1.708
H -4.799 -0.659 -1.679
H -4.865 -1.564 -0.154
H -7.192 -1.151 -2.110
H -6.980 -0.279 -0.592
H -8.619 -2.111 -0.304
H -7.186 -2.418 0.693
C 7.258 2.837 1.370
C 8.346 3.558 0.581
C 9.364 4.264 1.478
C 8.662 5.310 2.328
N 8.079 6.178 3.033
H 6.662 3.535 1.967
H 6.571 2.325 0.690
H 7.692 2.090 2.044
H 7.874 4.286 -0.090
H 8.868 2.830 -0.050
H 10.129 4.753 0.866
H 9.864 3.543 2.134
C -5.316 -8.343 -0.896
C -4.218 -7.305 -0.685
C -2.840 -7.933 -0.471
C -2.864 -8.815 0.767
N -2.885 -9.547 1.794
H -5.439 -8.985 -0.018
H -6.277 -7.849 -1.074
H -5.095 -8.979 -1.761
H -4.481 -6.681 0.177
H -4.179 -6.646 -1.560
H -2.086 -7.150 -0.339
H -2.552 -8.537 -1.338

Table of Löwdin atomic charges, one value per atom, all in e: atom 1 (N): -0.07, atom 2 (C): -0.57, atom 3 (S): 0.60, atom 4 (C): -0.48, atom 5 (O): -0.21, atom 6 (O): -0.28, atom 7 (H): 0.03, atom 8 (H): 0.07, atom 9 (H): 0.12, atom 10 (H): -0.09, atom 11 (C): -0.12, atom 12 (C): -0.28, atom 13 (C): -0.19, atom 14 (C): -0.21, atom 15 (N): 0.08, atom 16 (H): 0.06, atom 17 (H): 0.07, atom 18 (H): 0.07, atom 19 (H): 0.11, atom 20 (H): 0.11, atom 21 (H): 0.11, atom 22 (H): 0.11, atom 23 (C): -0.12, atom 24 (C): -0.28, atom 25 (C): -0.20, atom 26 (C): -0.16, atom 27 (N): 0.09, atom 28 (H): 0.07, atom 29 (H): 0.06, atom 30 (H): 0.07, atom 31 (H): 0.11, atom 32 (H): 0.11, atom 33 (H): 0.10, atom 34 (H): 0.11, atom 35 (C): -0.11, atom 36 (C): -0.28, atom 37 (C): -0.20, atom 38 (C): -0.17, atom 39 (N): 0.10, atom 40 (H): 0.06, atom 41 (H): 0.08, atom 42 (H): 0.08, atom 43 (H): 0.11, atom 44 (H): 0.11, atom 45 (H): 0.11, atom 46 (H): 0.11, atom 47 (C): -0.12, atom 48 (C): -0.28, atom 49 (C): -0.20, atom 50 (C): -0.17, atom 51 (N): 0.09, atom 52 (H): 0.07, atom 53 (H): 0.06, atom 54 (H): 0.07, atom 55 (H): 0.11, atom 56 (H): 0.11, atom 57 (H): 0.11, atom 58 (H): 0.11

---

Entry 3:
Here is a 6-piece molecular cluster, C18H32O14 overall in a non-equilibrium geometry from OMol25. Energies are from ωB97M-V/def2-TZVPD.

Summary:
- relative energy (zero: lowest compared OMol25 entry of this formula, charge and spin) (kJ/mol) = 0.0
- total charge = 0

Cartesian coordinates (Å):
C -29.528 -15.969 30.270
C -28.089 -15.666 30.577
C -27.138 -15.664 29.378
O -26.278 -14.574 29.689
C -26.883 -13.723 30.546
O -26.471 -12.643 30.813
O -28.010 -14.296 31.018
H -29.654 -16.920 29.738
H -29.905 -15.264 29.523
H -30.248 -16.007 31.084
H -27.687 -16.292 31.379
H -27.640 -15.492 28.423
H -26.510 -16.553 29.345
C -28.999 -22.439 30.145
C -30.389 -21.986 30.544
C -30.555 -21.500 31.981
O -31.242 -20.255 31.858
C -31.416 -19.976 30.529
O -31.993 -19.012 30.149
O -30.753 -20.849 29.782
H -28.711 -23.401 30.573
H -28.299 -21.682 30.501
H -28.911 -22.604 29.073
H -31.116 -22.790 30.390
H -29.611 -21.395 32.522
H -31.109 -22.225 32.579
C -33.171 -21.788 35.252
C -33.541 -20.398 35.761
C -34.982 -19.975 35.539
O -35.285 -19.284 36.748
C -34.472 -19.696 37.721
O -34.624 -19.554 38.890
O -33.369 -20.302 37.171
H -33.639 -22.539 35.891
H -32.105 -22.004 35.193
H -33.528 -21.861 34.220
H -32.822 -19.736 35.262
H -35.649 -20.828 35.389
H -35.059 -19.299 34.691
C -35.029 -14.702 32.243
C -34.705 -15.493 30.980
C -35.344 -16.885 30.893
O -36.183 -16.820 29.730
C -36.017 -15.649 29.109
O -36.494 -15.347 28.058
O -35.232 -14.821 29.828
H -34.399 -13.824 32.378
H -34.970 -15.385 33.088
H -36.037 -14.309 32.096
H -33.639 -15.566 30.750
H -35.925 -17.099 31.789
H -34.597 -17.667 30.774
C -34.112 -14.905 36.078
O -33.980 -16.336 36.207
H -34.240 -14.475 37.065
H -33.204 -14.557 35.565
H -34.879 -14.665 35.343
H -33.776 -16.569 37.113
C -32.480 -17.152 33.168
O -33.712 -17.642 33.643
H -32.489 -16.053 33.246
H -31.587 -17.600 33.607
H -32.370 -17.224 32.082
H -33.792 -17.400 34.581

Table of Löwdin atomic charges, one value per atom, all in e: atom 1 (C): -0.02, atom 2 (C): -0.31, atom 3 (C): -0.09, atom 4 (O): 0.06, atom 5 (C): -0.57, atom 6 (O): 0.17, atom 7 (O): 0.08, atom 8 (H): 0.09, atom 9 (H): 0.10, atom 10 (H): 0.07, atom 11 (H): 0.16, atom 12 (H): 0.14, atom 13 (H): 0.13, atom 14 (C): -0.02, atom 15 (C): -0.32, atom 16 (C): -0.10, atom 17 (O): 0.06, atom 18 (C): -0.56, atom 19 (O): 0.16, atom 20 (O): 0.11, atom 21 (H): 0.09, atom 22 (H): 0.09, atom 23 (H): 0.09, atom 24 (H): 0.16, atom 25 (H): 0.13, atom 26 (H): 0.12, atom 27 (C): -0.02, atom 28 (C): -0.33, atom 29 (C): -0.08, atom 30 (O): 0.07, atom 31 (C): -0.56, atom 32 (O): 0.17, atom 33 (O): 0.08, atom 34 (H): 0.09, atom 35 (H): 0.08, atom 36 (H): 0.09, atom 37 (H): 0.14, atom 38 (H): 0.14, atom 39 (H): 0.12, atom 40 (C): -0.01, atom 41 (C): -0.31, atom 42 (C): -0.08, atom 43 (O): 0.08, atom 44 (C): -0.58, atom 45 (O): 0.15, atom 46 (O): 0.07, atom 47 (H): 0.09, atom 48 (H): 0.06, atom 49 (H): 0.10, atom 50 (H): 0.14, atom 51 (H): 0.13, atom 52 (H): 0.12, atom 53 (C): -0.10, atom 54 (O): -0.14, atom 55 (H): 0.09, atom 56 (H): 0.08, atom 57 (H): 0.07, atom 58 (H): 0.08, atom 59 (C): -0.16, atom 60 (O): -0.14, atom 61 (H): 0.08, atom 62 (H): 0.09, atom 63 (H): 0.05, atom 64 (H): 0.04

---

Entry 4:
Here is C18H33BGaN3O4P as an isolated structure from OMol25. Energies are from ωB97M-V/def2-TZVPD.

Summary:
- total charge = -1

Cartesian coordinates (Å):
C 3.216 -1.280 2.038
C 3.757 -0.046 1.345
O 2.843 0.444 0.364
P 2.839 -0.116 -1.143
O 4.165 -0.666 -1.507
C 1.449 -1.222 -1.359
C 0.325 -1.172 -0.310
Ga -0.786 0.517 0.092
C -0.892 0.761 2.115
C 0.254 1.564 2.758
B -2.772 0.202 -0.701
N -3.087 -0.457 -2.012
O -3.925 0.537 -0.008
O 2.409 1.180 -1.960
C 3.220 2.363 -1.902
C 2.733 3.340 -0.834
H 3.194 -2.131 1.355
H 2.204 -1.093 2.400
H 3.850 -1.538 2.890
H 4.714 -0.254 0.860
H 3.890 0.770 2.057
H 1.057 -1.021 -2.359
H 1.926 -2.211 -1.395
H -0.409 -1.927 -0.615
H 0.733 -1.526 0.643
H -0.149 1.871 -0.534
H -1.840 1.276 2.313
H -0.990 -0.211 2.616
H 0.505 1.234 3.775
H -0.004 2.625 2.831
H 1.176 1.507 2.169
H -2.390 -0.141 -2.684
H -2.896 -1.455 -1.949
H -3.673 0.956 0.817
H 3.155 2.800 -2.899
H 4.260 2.064 -1.745
H 3.543 3.644 -0.168
H 1.953 2.866 -0.240
H 2.304 4.239 -1.280
N 0.006 -2.333 -4.462
C -0.234 -3.614 -4.721
C -0.138 -4.168 -5.990
C 0.229 -3.345 -7.043
C 0.483 -2.009 -6.784
C 0.358 -1.552 -5.478
H -0.517 -4.227 -3.872
H -0.345 -5.219 -6.143
H 0.316 -3.740 -8.048
H 0.774 -1.327 -7.572
H 0.553 -0.513 -5.235
N -3.927 1.870 3.941
C -3.575 2.596 4.997
C -3.579 2.108 6.297
C -3.965 0.794 6.507
C -4.325 0.025 5.412
C -4.287 0.607 4.152
H -3.265 3.615 4.794
H -3.278 2.744 7.118
H -3.978 0.374 7.505
H -4.621 -1.009 5.523
H -4.545 0.031 3.270

Table of Löwdin atomic charges, one value per atom, all in e: atom 1 (C): -0.08, atom 2 (C): -0.28, atom 3 (O): -0.23, atom 4 (P): 0.47, atom 5 (O): -0.30, atom 6 (C): -0.31, atom 7 (C): -0.30, atom 8 (Ga): 0.45, atom 9 (C): -0.36, atom 10 (C): -0.22, atom 11 (B): -0.62, atom 12 (N): 0.05, atom 13 (O): 0.04, atom 14 (O): -0.23, atom 15 (C): -0.26, atom 16 (C): -0.08, atom 17 (H): 0.08, atom 18 (H): 0.07, atom 19 (H): 0.07, atom 20 (H): 0.10, atom 21 (H): 0.11, atom 22 (H): 0.06, atom 23 (H): 0.08, atom 24 (H): 0.03, atom 25 (H): 0.02, atom 26 (H): -0.04, atom 27 (H): 0.00, atom 28 (H): 0.03, atom 29 (H): 0.04, atom 30 (H): 0.05, atom 31 (H): 0.03, atom 32 (H): 0.03, atom 33 (H): 0.03, atom 34 (H): 0.03, atom 35 (H): 0.11, atom 36 (H): 0.10, atom 37 (H): 0.07, atom 38 (H): 0.04, atom 39 (H): 0.07, atom 40 (N): 0.07, atom 41 (C): -0.15, atom 42 (C): -0.08, atom 43 (C): -0.09, atom 44 (C): -0.08, atom 45 (C): -0.14, atom 46 (H): 0.10, atom 47 (H): 0.10, atom 48 (H): 0.10, atom 49 (H): 0.10, atom 50 (H): 0.11, atom 51 (N): 0.06, atom 52 (C): -0.15, atom 53 (C): -0.08, atom 54 (C): -0.09, atom 55 (C): -0.07, atom 56 (C): -0.15, atom 57 (H): 0.10, atom 58 (H): 0.09, atom 59 (H): 0.10, atom 60 (H): 0.10, atom 61 (H): 0.11

---

Result set for LUMO level: -4.012; 1.927; 0.023; 2.668 eV, one per record in the order listed.